The following is a quantum chemistry calculation of a single C7H8O3 molecule in a non-equilibrium geometry, from the Open Molecules 2025 dataset.

```
! wB97M-V def2-TZVPD RIJCOSX def2/J DEFGRID3
* xyz 0 1
C 1.617 1.102 -1.541
C 0.490 0.070 -1.837
C -0.191 -0.361 -0.496
O 0.350 -1.529 -0.057
C 0.024 -1.886 1.169
C -0.611 -1.169 2.096
C -1.345 -0.038 1.699
O -2.119 0.721 2.365
C -1.014 0.406 0.308
O -1.673 1.488 -0.022
H 1.750 2.059 -2.187
H 2.636 0.709 -1.674
H 1.581 1.496 -0.538
H -0.344 0.360 -2.479
H 0.987 -0.864 -2.249
H 0.581 -2.750 1.539
H -0.734 -1.687 3.106
H -1.986 1.873 0.798
*
```

Values from the calculation:
**DFT total energy**: -13529.5197 eV
**Structure (SMILES)**: CCc1occc(=O)c1O
**Largest force on an atom**: 3.2 eV/Å
**Highest occupied orbital energy**: -8.83 eV

For each atom in turn, the Löwdin charge in e is: -0.097, -0.125, -0.160, 0.063, -0.120, 0.010, -0.330, 0.013, -0.216, 0.110, 0.100, 0.064, 0.059, 0.108, 0.126, 0.140, 0.154, 0.101

---

The following is a quantum chemistry calculation of a single C7H8O3 molecule in a non-equilibrium geometry, from the Open Molecules 2025 dataset.

```
! wB97M-V def2-TZVPD RIJCOSX def2/J DEFGRID3
* xyz 0 3
C 3.132 1.184 -0.297
C 2.158 0.540 -0.331
C -1.203 -0.439 -1.343
C 0.125 -0.589 -1.231
C -0.149 0.662 1.094
C -2.047 0.258 -0.272
C 1.001 -0.234 -0.039
O -1.274 1.142 0.423
O -2.735 -0.621 0.491
O 1.280 -1.423 0.724
H 4.099 1.793 -0.344
H -1.761 -0.904 -2.163
H 0.593 -1.299 -1.994
H -0.489 -0.163 1.782
H 0.511 1.411 1.553
H -2.795 0.948 -0.654
H -1.994 -1.140 0.970
H 1.547 -1.126 1.630
*
```

Values from the calculation:
**DFT total energy**: -13522.1454 eV
**Largest force on an atom**: 10.4 eV/Å
**Highest occupied orbital energy (alpha / beta)**: -5.84 / -9.20 eV

For each atom in turn, the Löwdin charge in e is: 0.121, -0.109, 0.008, -0.015, -0.031, -0.497, -0.415, -0.058, 0.035, -0.038, 0.080, 0.121, 0.145, 0.117, 0.122, 0.159, 0.142, 0.113

---

The following is a quantum chemistry calculation of a molecular structure, C7H8O3S in a non-equilibrium geometry, from the Open Molecules 2025 dataset.

```
! wB97M-V def2-TZVPD RIJCOSX def2/J DEFGRID3
* xyz 0 1
C 2.886 -0.348 -0.569
C 1.925 -1.381 -0.560
C -2.478 1.396 0.373
C 2.746 0.329 0.592
C 1.224 -1.229 0.651
C -1.457 1.380 -0.765
C -1.017 0.108 -0.922
O -1.658 -0.969 1.582
O -3.339 -1.193 -0.154
O 1.736 -0.229 1.349
S -2.250 -0.440 0.376
H 3.658 -0.051 -1.375
H 1.618 -2.230 -1.249
H -2.447 1.993 1.278
H -3.509 1.584 -0.133
H 3.246 1.207 0.971
H 0.439 -1.816 1.220
H -0.913 2.205 -1.013
H -0.410 -0.315 -1.651
*
```

Values from the calculation:
**DFT total energy**: -24362.3216 eV
**Largest force on an atom**: 4.5 eV/Å
**Highest occupied orbital energy**: -8.72 eV

For each atom in turn, the Löwdin charge in e is: -0.112, -0.101, -0.175, -0.123, -0.175, -0.156, -0.064, -0.333, -0.310, -0.009, 0.685, 0.136, 0.126, 0.094, 0.127, 0.116, 0.137, 0.074, 0.062

---

The following is a quantum chemistry calculation of 2 unconnected molecules or ions with the total composition C7H8OS in a non-equilibrium geometry, from the Open Molecules 2025 dataset.

```
! wB97M-V def2-TZVPD RIJCOSX def2/J DEFGRID3
* xyz 0 3
C -1.960 -2.293 -0.879
C -1.087 -2.085 -1.696
C 1.815 0.280 0.201
C 0.734 -0.031 -0.445
C 1.380 1.116 1.363
C -0.508 0.416 0.120
C -0.123 1.224 1.395
O -0.687 -1.054 -4.000
S 0.001 -1.795 -2.950
H -2.451 -2.179 0.019
H 2.734 -0.195 -0.119
H 1.751 0.765 2.253
H 1.706 2.183 1.244
H -1.101 1.063 -0.539
H -1.212 -0.359 0.267
H -0.520 0.800 2.369
H -0.471 2.144 1.397
*
```

Values from the calculation:
**DFT total energy**: -20263.7407 eV
**Largest force on an atom**: 5.8 eV/Å
**Highest occupied orbital energy (alpha / beta)**: -8.33 / -9.09 eV

For each atom in turn, the Löwdin charge in e is: 0.087, -0.429, -0.096, -0.034, -0.203, -0.210, -0.148, -0.521, 0.875, 0.024, 0.102, 0.075, 0.128, 0.123, 0.046, 0.133, 0.048

---

The following is a quantum chemistry calculation of a single C7H8S2 molecule in a non-equilibrium geometry, from the Open Molecules 2025 dataset.

```
! wB97M-V def2-TZVPD RIJCOSX def2/J DEFGRID3
* xyz 0 1
C 1.125 1.054 -2.168
C -0.074 0.641 -1.284
S -1.186 -0.624 -1.848
C 0.108 -0.694 -0.581
C -0.274 -0.920 0.822
C -1.294 -0.342 1.528
C -1.553 -0.884 2.799
C -0.544 -1.792 3.004
S 0.525 -2.082 1.730
H 1.023 1.969 -2.739
H 1.186 0.440 -3.098
H 2.196 1.078 -1.854
H -0.504 1.458 -0.710
H 1.100 -1.160 -1.036
H -1.821 0.359 0.936
H -2.206 -0.413 3.503
H -0.352 -2.266 4.006
*
```

Values from the calculation:
**DFT total energy**: -29057.5112 eV
**Structure (SMILES)**: C[C@H]1S[C@@H]1c1cccs1
**Largest force on an atom**: 3.8 eV/Å
**Highest occupied orbital energy**: -8.35 eV

For each atom in turn, the Löwdin charge in e is: -0.130, -0.614, 0.874, -0.565, -0.617, -0.154, -0.140, -0.457, 1.061, 0.055, 0.074, 0.086, 0.101, 0.149, 0.093, 0.100, 0.084

---

The following is a quantum chemistry calculation of a gas-phase ion, C7H9BrClN2S (charge +1) in a non-equilibrium geometry, from the Open Molecules 2025 dataset.

```
! wB97M-V def2-TZVPD RIJCOSX def2/J DEFGRID3
* xyz 1 1
C 1.650 1.140 1.868
N 0.934 0.191 1.099
C 0.464 0.161 -0.136
C 0.862 1.125 -1.137
Cl 1.953 2.404 -0.907
C 0.434 1.005 -2.490
N -0.236 -0.069 -2.959
C -0.784 -0.976 -2.098
Br -1.784 -2.317 -2.929
C -0.469 -0.876 -0.550
S -1.235 -2.117 0.485
C -1.890 -1.267 1.957
H 2.472 1.617 1.359
H 0.928 1.992 2.160
H 2.074 0.640 2.848
H 0.507 -0.505 1.675
H 1.003 1.562 -3.251
H -0.678 -0.133 -3.855
H -1.512 -0.331 2.080
H -1.672 -1.959 2.923
H -3.021 -1.288 1.859
*
```

Values from the calculation:
**DFT total energy**: -103777.1179 eV
**Structure (SMILES)**: C/[NH+]=c1\c(Cl)c[nH]c(Br)c1SC
**Largest force on an atom**: 5.2 eV/Å
**Highest occupied orbital energy**: -12.16 eV

For each atom in turn, the Löwdin charge in e is: -0.101, -0.010, -0.262, -0.545, 0.813, -0.078, 0.012, -0.632, 0.882, -0.398, 0.872, -0.369, 0.026, 0.124, 0.142, 0.098, 0.140, 0.132, -0.021, 0.111, 0.063

---

The following is a quantum chemistry calculation of a gas-phase ion, C7H9BrN3S (charge +1) in a non-equilibrium geometry, from the Open Molecules 2025 dataset.

```
! wB97M-V def2-TZVPD RIJCOSX def2/J DEFGRID3
* xyz 1 1
C -1.531 0.198 1.333
C -1.287 0.443 -0.129
S -2.110 1.944 -0.722
N -1.554 -0.634 -0.958
N -0.668 -1.096 -1.625
C 0.638 -0.462 -1.410
C 1.561 -1.546 -0.945
C 2.149 -1.517 0.249
C 1.993 -0.361 1.107
Br 2.984 -0.291 2.718
C 1.211 0.671 0.745
N 0.412 0.641 -0.438
H -0.816 -0.511 1.743
H -2.527 -0.226 1.441
H -1.493 1.129 1.894
H -2.395 1.490 -1.948
H 0.958 -0.088 -2.391
H 1.678 -2.366 -1.637
H 2.793 -2.318 0.575
H 1.115 1.568 1.336
H 0.448 1.561 -0.887
*
```

Values from the calculation:
**DFT total energy**: -92743.6739 eV
**Structure (SMILES)**: C[C@]1(S)N=N[C@@H]2C=CC(Br)=C[N@@H+]21
**Largest force on an atom**: 1.7 eV/Å
**Highest occupied orbital energy**: -13.23 eV

For each atom in turn, the Löwdin charge in e is: -0.052, -0.718, 0.904, 0.048, 0.131, -0.230, 0.004, -0.089, -0.655, 0.845, -0.137, 0.037, 0.095, 0.110, 0.095, -0.094, 0.176, 0.131, 0.115, 0.134, 0.150

---

The following is a quantum chemistry calculation of 7 unconnected molecules or ions with the total composition C7H9Cl19 in a non-equilibrium geometry, from the Open Molecules 2025 dataset.

```
! wB97M-V def2-TZVPD RIJCOSX def2/J DEFGRID3
* xyz 0 1
Cl 10.739 14.302 27.722
C 10.387 15.946 27.238
Cl 10.774 17.010 28.613
Cl 8.692 16.203 26.831
H 11.028 16.242 26.408
Cl 11.395 21.477 24.329
C 11.281 19.737 23.922
Cl 10.425 19.523 22.359
Cl 10.465 18.930 25.279
H 12.290 19.323 23.906
Cl 8.854 13.461 24.398
C 9.695 14.308 23.010
Cl 9.322 16.001 22.941
Cl 9.454 13.411 21.478
H 10.755 14.237 23.254
Cl 16.207 13.199 18.303
C 15.925 12.252 19.745
Cl 15.457 10.585 19.425
Cl 14.694 13.025 20.755
H 16.870 12.216 20.286
Cl 18.088 18.008 19.769
C 16.309 17.898 19.767
Cl 15.636 16.782 20.998
Cl 15.819 17.462 18.064
H 15.967 18.910 19.985
Cl 17.384 13.627 23.258
C 16.427 13.029 24.606
Cl 15.179 11.883 24.183
H 17.100 12.474 25.259
H 15.953 13.894 25.069
Cl 12.764 16.883 23.332
C 13.615 15.281 23.512
Cl 12.945 14.448 24.974
H 13.360 14.666 22.648
H 14.697 15.392 23.448
*
```

Values from the calculation:
**DFT total energy**: -245330.4214 eV
**Structure (SMILES)**: ClC(Cl)Cl.ClC(Cl)Cl.ClC(Cl)Cl.ClC(Cl)Cl.ClC(Cl)Cl.ClCCl.ClCCl
**Largest force on an atom**: 1.3 eV/Å
**Highest occupied orbital energy**: -10.91 eV

For each atom in turn, the Löwdin charge in e is: 0.521, -1.580, 0.500, 0.508, -0.038, 0.508, -1.522, 0.503, 0.512, -0.046, 0.472, -1.515, 0.535, 0.518, -0.052, 0.545, -1.565, 0.539, 0.491, 0.004, 0.506, -1.457, 0.508, 0.473, 0.013, 0.521, -1.046, 0.521, 0.026, 0.005, 0.515, -0.927, 0.516, -0.012, 0.001

---

The following is a quantum chemistry calculation of a molecular structure, C7H9ClINO2 in a non-equilibrium geometry, from the Open Molecules 2025 dataset.

```
! wB97M-V def2-TZVPD RIJCOSX def2/J DEFGRID3
* xyz 0 1
C -1.962 2.018 -1.172
C -0.508 -1.026 -2.626
C -0.270 -1.007 -1.318
C -0.486 0.274 -0.534
C -1.657 0.137 0.553
C 0.786 0.805 0.029
C -1.229 0.226 1.976
N -2.419 1.701 0.124
O -2.329 2.966 -1.813
O -0.960 1.242 -1.517
Cl -3.912 2.204 0.689
I -2.820 -1.511 -0.049
H -0.163 -1.785 -3.225
H -0.920 -0.057 -3.192
H 0.123 -1.865 -0.864
H 0.997 0.458 1.158
H 0.828 1.901 -0.160
H 1.729 0.359 -0.467
H -0.628 -0.560 2.308
H -2.095 0.024 2.592
H -0.792 1.240 2.084
*
```

Values from the calculation:
**DFT total energy**: -33609.7216 eV
**Largest force on an atom**: 4.2 eV/Å
**Highest occupied orbital energy**: -9.25 eV

For each atom in turn, the Löwdin charge in e is: -0.649, 0.020, -0.261, -0.523, -0.686, -0.016, -0.143, -0.449, 0.105, 0.007, 0.692, 1.043, 0.031, 0.140, 0.087, 0.126, 0.113, 0.116, 0.066, 0.074, 0.108

---

The following is a quantum chemistry calculation of a single C7H9ClN2O molecule in a non-equilibrium geometry, from the Open Molecules 2025 dataset.

```
! wB97M-V def2-TZVPD RIJCOSX def2/J DEFGRID3
* xyz 0 1
C 1.031 3.032 0.621
N 0.807 1.638 0.912
C 1.034 0.662 0.092
O 1.639 0.598 -0.928
C 0.182 -0.750 0.423
Cl 0.596 -1.452 2.078
C 0.478 -1.851 -0.613
C -0.756 -2.464 -1.174
C -2.016 -2.010 -0.949
C -2.214 -0.896 -0.033
N -1.246 -0.316 0.540
H 1.213 3.430 1.620
H 1.949 3.112 0.105
H 0.285 3.640 0.215
H 0.308 1.503 1.833
H 1.088 -2.590 -0.141
H 1.035 -1.394 -1.476
H -0.690 -3.023 -2.110
H -2.865 -2.544 -1.261
H -3.199 -0.524 0.285
*
```

Values from the calculation:
**DFT total energy**: -24953.5345 eV
**Structure (SMILES)**: CNC(=O)[C@]1(Cl)CC=CC=N1
**Largest force on an atom**: 5.2 eV/Å
**Highest occupied orbital energy**: -9.20 eV

For each atom in turn, the Löwdin charge in e is: -0.048, 0.016, -0.504, 0.083, -0.629, 0.605, -0.190, -0.060, -0.064, -0.159, 0.026, 0.091, 0.077, 0.070, 0.164, 0.084, 0.133, 0.112, 0.079, 0.115

---

The following is a quantum chemistry calculation of a single C7H9ClN2O5 molecule in a non-equilibrium geometry, from the Open Molecules 2025 dataset.

```
! wB97M-V def2-TZVPD RIJCOSX def2/J DEFGRID3
* xyz 0 1
C -0.281 1.553 -0.545
C 2.275 1.649 -0.855
C -1.528 -0.017 1.195
C 1.469 -0.614 -0.862
C -0.440 0.851 0.766
C -2.160 -1.267 3.142
C 0.090 -1.277 -2.744
N 1.053 2.256 -0.637
N 2.276 0.302 -0.297
O -0.999 1.690 -1.475
O 3.242 2.117 -1.329
O -2.386 -0.513 0.497
O -1.251 -0.341 2.489
O 1.106 -0.513 -2.129
Cl 0.822 1.123 1.988
H 1.291 -1.463 -0.202
H -1.704 -1.394 4.129
H -2.042 -2.269 2.529
H -3.094 -0.742 3.284
H 0.237 -2.380 -2.828
H -0.212 -0.833 -3.736
H -0.757 -1.277 -1.994
H 0.942 3.177 -1.096
H 2.050 0.182 0.712
*
```

Values from the calculation:
**DFT total energy**: -33142.0719 eV
**Largest force on an atom**: 4.3 eV/Å
**Highest occupied orbital energy (alpha / beta)**: -8.00 / -8.00 eV

For each atom in turn, the Löwdin charge in e is: -0.493, -0.527, -0.577, -0.080, -0.425, -0.033, -0.028, 0.136, 0.124, 0.099, 0.151, 0.076, -0.194, -0.023, 0.764, 0.177, 0.082, 0.135, 0.088, 0.104, 0.127, 0.112, 0.167, 0.038

---

The following is a quantum chemistry calculation of a molecular structure, C7H9F3NO4STl in a non-equilibrium geometry, from the Open Molecules 2025 dataset.

```
! wB97M-V def2-TZVPD RIJCOSX def2/J DEFGRID3
* xyz 2 1
Tl -18.711 10.559 20.036
C -21.947 6.409 20.152
F -21.059 5.909 19.345
F -22.700 7.312 19.584
F -22.663 5.505 20.750
S -20.875 7.342 21.537
O -20.638 8.714 21.103
O -21.810 7.215 22.654
O -19.674 6.524 21.647
N -19.993 11.493 22.557
C -20.461 12.722 22.666
C -20.804 13.345 23.912
C -20.511 12.632 25.071
C -20.082 11.316 24.982
C -19.803 10.799 23.678
H -20.574 13.375 21.806
H -21.209 14.347 23.916
H -20.792 12.947 26.069
H -19.920 10.753 25.890
H -19.376 9.811 23.532
C -21.361 9.226 17.290
O -20.093 9.884 17.584
H -21.579 9.385 16.233
H -21.156 8.165 17.418
H -22.165 9.655 17.873
H -19.533 9.621 16.840
*
```

Values from the calculation:
**DFT total energy**: -40741.9271 eV
**Largest force on an atom**: 5.5 eV/Å
**Highest occupied orbital energy**: -16.56 eV

For each atom in turn, the Löwdin charge in e is: 1.099, -0.588, 0.261, 0.250, 0.276, 0.617, -0.395, -0.140, -0.172, 0.000, -0.040, 0.090, 0.007, 0.075, -0.021, 0.137, 0.141, 0.140, 0.141, 0.125, -0.087, -0.273, 0.101, 0.076, 0.089, 0.092